Entry 1:
2 unconnected molecules or ions with the total composition C28H53BN3O4S2. Source: the OMol25 dataset; level of theory: the ωB97M-V functional and the def2-TZVPD basis.

Computed properties:
- Total charge: +1
- HOMO: -10.39 eV
- Multiplicity: 1
- Gap between HOMO and LUMO: 7.48 eV

Cartesian coordinates (Å):
C: -0.2569 -2.2138 2.6008
C: 0.3896 -0.8490 2.3800
S: -0.7234 0.4590 2.9427
C: 0.1336 2.0167 2.6193
N: 0.3716 2.3201 1.2102
C: 1.4714 1.9098 0.4854
C: 2.6609 1.1290 0.9461
C: 3.9888 1.7115 0.3702
C: 4.4978 0.9058 -0.8414
C: 4.9341 1.7531 -2.0341
C: 5.3211 0.8461 -3.2446
C: 4.5130 1.1631 -4.5092
C: 3.2654 0.2669 -4.6506
C: 2.1291 1.0195 -5.3502
C: 1.0930 0.1003 -5.9880
C: 0.2050 -0.6579 -4.9900
C: -0.3964 0.1898 -3.8637
C: -1.9262 0.2123 -3.8247
N: -2.4983 -0.3467 -2.6065
C: -1.9080 -1.0409 -1.5837
C: -2.8631 -1.3896 -0.6563
C: -4.0994 -0.8866 -1.1358
C: -3.8339 -0.2529 -2.3271
C: 1.2815 2.3682 -0.7820
N: 0.0884 3.0592 -0.7927
C: -0.4260 3.6730 -2.0045
C: -0.4535 3.0368 0.4240
B: -1.8178 3.7183 0.8742
O: -1.7784 4.2933 2.1096
C: -3.1273 3.7768 0.0120
C: -4.3449 3.3811 0.8667
H: -0.7620 -2.5437 1.7015
H: -0.8958 -2.2618 3.4754
H: 0.5457 -2.9258 2.7697
H: 1.3437 -0.7747 2.8925
H: 0.5587 -0.7212 1.3161
H: 1.0853 2.0311 3.1377
H: -0.4808 2.7868 3.0608
H: 2.5538 0.0838 0.6857
H: 2.7157 1.1433 2.0316
H: 3.7958 2.7455 0.1057
H: 4.6898 1.6716 1.1942
H: 5.3404 0.2773 -0.5642
H: 3.7297 0.2182 -1.1929
H: 4.1293 2.4048 -2.3779
H: 5.7712 2.3870 -1.7583
H: 6.3853 0.9478 -3.4230
H: 5.0917 -0.1785 -2.9658
H: 5.1352 0.9936 -5.3864
H: 4.2155 2.2081 -4.5440
H: 3.5231 -0.5766 -5.2862
H: 2.9563 -0.0921 -3.6693
H: 1.7017 1.7425 -4.6566
H: 2.5843 1.6130 -6.1425
H: 0.4729 0.6690 -6.6790
H: 1.6243 -0.6401 -6.5827
H: -0.6254 -1.0775 -5.5539
H: 0.7415 -1.5105 -4.5833
H: 0.0107 -0.1653 -2.9231
H: -0.0646 1.2193 -3.9281
H: -2.3341 -0.3059 -4.6885
H: -2.2658 1.2437 -3.8786
H: -0.8583 -1.2611 -1.5431
H: -2.6850 -1.9539 0.2380
H: -5.0472 -1.0067 -0.6499
H: -4.5731 0.2385 -2.9342
H: 1.8811 2.2599 -1.6636
H: -0.7704 2.8989 -2.6833
H: -1.2737 4.3097 -1.8002
H: 0.3554 4.2205 -2.5145
H: -2.4107 5.0228 2.1186
H: -3.2597 4.8278 -0.2748
H: -3.0707 3.2033 -0.9073
H: -4.3086 2.3184 1.0729
H: -5.2655 3.6165 0.3476
H: -4.3672 3.8851 1.8282
O: -1.2974 -4.2647 5.2623
S: -1.2144 -4.8629 6.5630
O: -0.4852 -6.0766 6.7456
O: -2.6810 -5.0319 7.1392
C: -3.6527 -5.7317 6.3287
C: -3.4549 -7.2337 6.3515
C: -0.6536 -3.6727 7.7310
H: -3.6307 -5.3398 5.3109
H: -4.6189 -5.4739 6.7567
H: -2.5260 -7.5198 5.8602
H: -4.2794 -7.7248 5.8349
H: -3.4099 -7.5988 7.3770
H: -1.2297 -2.7598 7.6084
H: 0.3986 -3.4917 7.5235
H: -0.7750 -4.0819 8.7299



Entry 2:
3 unconnected molecules or ions with the total composition C28H53N7O2P2S. Source: the OMol25 dataset; level of theory: the ωB97M-V functional and the def2-TZVPD basis.

Computed properties:
- Total charge: 0
- HOMO: -7.93 eV
- Structure (SMILES): CC[C@H](C)c1ccc2c(c1)Sc1ccccc1N2.CN(C)P(=O)(N(C)C)N(C)C.CN(C)P(=O)(N(C)C)N(C)C
- Multiplicity: 1
- Gap between HOMO and LUMO: 8.30 eV

Cartesian coordinates (Å):
C: 8.4422 -0.1331 -1.4712
C: 8.0404 1.3415 -1.6394
C: 6.8540 1.5393 -2.5975
C: 6.5540 3.0282 -2.8538
C: 5.6039 0.7499 -2.2381
C: 5.3416 0.2076 -0.9882
C: 4.1990 -0.5356 -0.7109
C: 3.2753 -0.7598 -1.7221
C: 3.5250 -0.1881 -2.9628
C: 4.6565 0.5575 -3.2477
S: 2.3141 -0.4453 -4.2506
C: 0.8269 -0.5099 -3.2718
C: -0.3645 0.0023 -3.7724
C: -1.4947 -0.0540 -2.9667
C: -1.4327 -0.6253 -1.7072
C: -0.2409 -1.1345 -1.2128
C: 0.9031 -1.0621 -1.9967
N: 2.1240 -1.5658 -1.4198
H: 9.4887 -0.2419 -1.1906
H: 7.8707 -0.6099 -0.6744
H: 8.1992 -0.6988 -2.3721
H: 7.7876 1.8172 -0.6885
H: 8.8948 1.8363 -2.1069
H: 7.1904 1.1286 -3.5581
H: 7.2679 3.4297 -3.5737
H: 6.5793 3.5759 -1.9115
H: 5.5780 3.1167 -3.3321
H: 6.0648 0.3516 -0.1957
H: 4.0746 -0.9338 0.2870
H: 4.7939 0.9761 -4.2369
H: -0.3789 0.4508 -4.7567
H: -2.4247 0.3486 -3.3491
H: -2.3127 -0.6646 -1.0769
H: -0.2214 -1.5744 -0.2250
H: 2.3029 -2.4855 -1.8224
C: -5.2447 -6.0306 -0.4446
N: -4.2394 -5.0720 -0.0327
C: -2.9244 -5.6860 0.1301
P: -4.4892 -3.6191 0.8607
O: -3.3772 -2.7846 0.2962
N: -5.8168 -2.7293 0.2247
C: -6.9319 -3.3153 -0.4909
C: -5.5322 -1.4020 -0.3081
N: -5.5290 -4.3339 2.0619
C: -6.1508 -3.3405 2.9767
C: -4.8248 -5.2956 2.9455
H: -5.7064 -6.5861 0.3847
H: -4.7986 -6.7679 -1.1142
H: -6.0360 -5.5709 -1.0288
H: -2.8125 -6.2088 1.0906
H: -2.1391 -4.9315 0.0744
H: -2.7267 -6.4036 -0.6667
H: -6.6700 -3.5639 -1.5273
H: -7.7697 -2.6122 -0.5213
H: -7.3162 -4.2016 0.0128
H: -5.0949 -1.4470 -1.3135
H: -4.8506 -0.8570 0.3398
H: -6.4532 -0.8161 -0.3602
H: -5.4003 -2.7570 3.5178
H: -6.7793 -3.8565 3.7035
H: -6.7955 -2.6520 2.4405
H: -3.9378 -4.8583 3.4115
H: -4.5223 -6.1878 2.3995
H: -5.4937 -5.6377 3.7339
C: -0.1047 1.9147 3.0681
N: -0.6932 2.6062 1.9406
C: -1.3743 1.6961 1.0250
P: -0.1698 4.0867 1.2344
O: -1.4884 4.6196 0.7565
N: 0.1596 5.2763 2.4346
C: 0.5526 4.9790 3.7962
C: -0.6479 6.4892 2.4067
N: 1.5184 3.6539 1.1815
C: 2.4071 4.7729 0.7744
C: 1.8095 2.5527 0.2245
H: 0.8962 1.5019 2.8731
H: -0.7430 1.0795 3.3625
H: -0.0475 2.5438 3.9522
H: -0.6753 1.1933 0.3457
H: -2.0971 2.2319 0.4082
H: -1.9356 0.9284 1.5609
H: -0.3010 4.6682 4.4125
H: 0.9915 5.8664 4.2633
H: 1.3301 4.2165 3.8362
H: -1.6401 6.3346 2.8476
H: -0.7768 6.8505 1.3903
H: -0.1444 7.2844 2.9633
H: 2.1508 5.1591 -0.2166
H: 3.4422 4.4287 0.7552
H: 2.3649 5.5951 1.4816
H: 1.4311 2.7639 -0.7795
H: 1.3814 1.6092 0.5605
H: 2.8845 2.3871 0.1579



Entry 3:
3 unconnected molecules or ions with the total composition C28H54Br2N4O4. Source: the OMol25 dataset; level of theory: the ωB97M-V functional and the def2-TZVPD basis.

Computed properties:
- Total charge: 0
- HOMO: -8.13 eV
- Structure (SMILES): CCCOC[C@@]1(OC#N)C(=O)NC[C@@]1(CCOCC)/C(Br)=C(/C)Br.CCN(CC)CC.CCN(CC)CC
- Multiplicity: 1
- Gap between HOMO and LUMO: 8.50 eV

Cartesian coordinates (Å):
C: -4.8426 3.6846 2.8141
C: -5.2944 3.5593 1.3614
C: -4.6994 2.3484 0.6440
O: -4.3443 2.7507 -0.6737
C: -4.1049 1.6651 -1.5123
C: -3.6537 1.8943 -2.9723
O: -4.0786 0.5337 -3.5518
C: -3.5908 -0.5972 -3.1480
N: -3.1537 -1.6052 -2.7889
C: -4.4738 2.7637 -3.9212
O: -5.4345 3.4473 -3.6601
N: -3.8945 2.6145 -5.1714
C: -2.6462 1.8330 -5.0661
C: -2.1774 2.0902 -3.5771
C: -1.2643 0.9813 -2.9562
C: 0.1727 1.2371 -2.5510
O: 0.2016 2.2980 -1.6248
C: 1.4702 2.5538 -1.0400
C: 2.1035 3.8269 -1.5658
C: -1.4259 3.4701 -3.7258
Br: 0.0214 3.2982 -4.9880
C: -1.4270 4.7176 -3.2299
C: -0.4602 5.8077 -3.6126
Br: -2.7177 5.3136 -2.0256
H: -3.7600 3.5651 2.8946
H: -5.3130 2.9170 3.4331
H: -5.1112 4.6547 3.2332
H: -6.3820 3.4674 1.3478
H: -5.0175 4.4523 0.8015
H: -5.4218 1.5224 0.5965
H: -3.8183 1.9640 1.1698
H: -3.3889 0.9817 -1.0444
H: -5.0458 1.1081 -1.6150
H: -4.5502 2.3422 -5.8891
H: -2.7690 0.7805 -5.3144
H: -1.9480 2.2396 -5.7735
H: -1.2343 0.1368 -3.6507
H: -1.7501 0.6100 -2.0604
H: 0.5278 0.3112 -2.0753
H: 0.8310 1.4247 -3.4044
H: 2.1423 1.7043 -1.2122
H: 1.3139 2.6278 0.0413
H: 1.5662 4.7073 -1.2125
H: 2.1123 3.8310 -2.6569
H: 3.1356 3.9003 -1.2139
H: 0.5678 5.4840 -3.4532
H: -0.6460 6.6962 -3.0156
H: -0.5812 6.0737 -4.6666
C: -2.7933 -1.8606 0.4791
C: -1.2872 -1.6608 0.5201
N: -0.8709 -0.5938 1.4141
C: 0.5041 -0.1741 1.2176
C: 1.6184 -1.1836 1.5175
C: -1.3160 -0.7241 2.7897
C: -0.9197 -1.9929 3.5565
H: -3.2892 -0.9201 0.2488
H: -3.0497 -2.5676 -0.3065
H: -3.2076 -2.2374 1.4157
H: -0.9545 -1.3727 -0.4829
H: -0.7992 -2.6247 0.7360
H: 0.6660 0.7271 1.8166
H: 0.5936 0.1410 0.1721
H: 1.7599 -1.3358 2.5870
H: 2.5652 -0.8167 1.1155
H: 1.4217 -2.1527 1.0567
H: -2.4067 -0.6477 2.7966
H: -0.9583 0.1560 3.3295
H: -1.0770 -2.8904 2.9568
H: -1.5344 -2.0868 4.4534
H: 0.1217 -1.9781 3.8749
C: 7.4772 -3.4303 1.6435
C: 6.8020 -4.4672 2.5280
N: 5.5725 -3.9851 3.1306
C: 5.0750 -4.8376 4.1941
C: 4.6184 -6.2578 3.8357
C: 4.5798 -3.4728 2.2030
C: 4.0687 -4.4079 1.0975
H: 7.6371 -2.5020 2.1929
H: 8.4455 -3.8054 1.3109
H: 6.8921 -3.2051 0.7516
H: 7.4759 -4.7227 3.3500
H: 6.6644 -5.3932 1.9455
H: 4.2511 -4.3101 4.6824
H: 5.8706 -4.9097 4.9420
H: 3.6649 -6.2633 3.3093
H: 4.4897 -6.8414 4.7490
H: 5.3522 -6.7757 3.2175
H: 4.9957 -2.5807 1.7289
H: 3.7331 -3.1149 2.7940
H: 4.8853 -4.9450 0.6130
H: 3.5607 -3.8218 0.3291
H: 3.3561 -5.1423 1.4697



Entry 4:
A molecular structure, C28H54Cl32N2O3. Source: the OMol25 dataset; level of theory: the ωB97M-V functional and the def2-TZVPD basis.

Computed properties:
- Total charge: -1
- HOMO (spin up / spin down): -4.95 / -4.95 eV
- Multiplicity: 2
- Gap between HOMO and LUMO (spin up / spin down): 6.51 / 6.51 eV

Cartesian coordinates (Å):
C: 1.2416 -0.5692 0.6173
C: 0.7435 -0.1125 2.0942
C: 1.7878 -0.8499 3.1197
C: 0.9916 1.4572 2.2866
C: -0.1557 2.4222 1.7049
C: -0.0078 3.8289 2.5321
C: -0.2224 5.1281 1.6224
N: -1.6527 5.2424 1.0771
C: -0.0208 2.7058 0.1117
O: 1.1504 3.0536 -0.3137
O: -1.0632 2.5795 -0.7791
C: -1.5781 1.8072 2.1380
C: -1.7394 0.2208 1.9533
C: -3.0342 -0.1874 2.8710
C: -2.1952 -0.0930 0.4453
N: -0.6098 -0.6097 2.4728
O: -0.6654 -0.4619 3.8070
H: 0.5969 -1.4753 0.3091
H: 2.3329 -0.9024 0.5936
H: 1.0803 0.2238 -0.1861
H: 2.8298 -0.9526 2.6610
H: 1.4308 -1.9009 3.4178
H: 1.9040 -0.1712 4.0474
H: 1.1539 1.7230 3.3860
H: 1.9716 1.7392 1.7402
H: -0.6611 3.8282 3.4683
H: 1.0880 3.8478 2.9102
H: 0.5793 5.2721 0.8043
H: -0.0832 6.0362 2.3221
H: -1.5205 5.4290 0.0729
H: -2.1403 4.3292 1.1423
H: -2.3675 2.2926 1.4437
H: -1.9124 2.1028 3.2072
H: -3.1123 0.4327 3.8240
H: -3.0051 -1.3073 3.1479
H: -3.9417 -0.0358 2.1928
H: -2.8088 0.7371 -0.0449
H: -1.3600 -0.4009 -0.2627
H: -2.9073 -1.0053 0.5108
C: -0.3555 -2.9563 -2.6852
Cl: 1.1329 -2.0950 -2.2818
Cl: -1.5549 -2.7828 -1.3988
H: -0.7619 -2.5466 -3.6067
H: -0.1299 -4.0120 -2.8198
C: -0.9648 -0.1764 7.2792
Cl: -1.1105 1.5329 7.7064
Cl: 0.3485 -0.9495 8.1763
H: -1.9003 -0.6812 7.5166
H: -0.7612 -0.2583 6.2115
C: 2.1708 -6.2880 -3.6323
Cl: 2.7238 -4.8434 -2.7731
Cl: 0.4801 -6.1364 -4.1280
H: 2.7873 -6.4293 -4.5189
H: 2.2699 -7.1487 -2.9721
C: 3.8114 2.0997 -1.9675
Cl: 5.4501 1.6650 -1.4581
Cl: 2.8223 0.6610 -2.2349
H: 3.3466 2.7072 -1.1902
H: 3.8705 2.6674 -2.8958
C: -0.2195 0.3611 -4.9572
Cl: -1.9306 0.7036 -4.6900
Cl: 0.0220 -1.2904 -5.5448
H: 0.1693 1.0584 -5.6976
H: 0.3165 0.4848 -4.0162
C: 6.6767 3.3853 -4.8025
Cl: 4.9593 3.7185 -4.5455
Cl: 6.9271 1.7349 -5.3845
H: 7.0654 4.0831 -5.5408
H: 7.2059 3.5120 -3.8604
C: 6.3065 -6.7411 -2.8634
Cl: 5.0673 -7.9867 -3.0612
Cl: 7.4208 -6.7226 -4.2357
H: 5.8208 -5.7688 -2.7884
H: 6.8691 -6.9438 -1.9534
C: -5.0997 -1.6616 -2.1906
Cl: -5.3339 -1.0953 -0.5326
Cl: -5.1674 -3.4287 -2.2837
H: -5.8844 -1.2451 -2.8200
H: -4.1251 -1.3261 -2.5446
C: 2.1499 -10.0965 -1.9319
Cl: 2.6937 -8.6476 -1.0780
Cl: 0.4608 -9.9486 -2.4303
H: 2.7689 -10.2387 -2.8172
H: 2.2500 -10.9554 -1.2702
C: -2.3881 -4.1655 4.3917
Cl: -1.8098 -2.7396 5.2589
Cl: -4.0797 -3.9777 3.9115
H: -1.7801 -4.3064 3.4989
H: -2.2988 -5.0361 5.0400
C: -5.5443 2.6843 -1.3930
Cl: -4.9109 2.4326 0.2366
Cl: -4.9771 1.4328 -2.5078
H: -6.6325 2.6569 -1.3563
H: -5.2114 3.6560 -1.7549
C: -4.5191 -2.3299 7.8296
Cl: -4.6674 -0.6209 8.2571
Cl: -3.2085 -3.1027 8.7301
H: -5.4549 -2.8357 8.0630
H: -4.3111 -2.4114 6.7631
C: -5.7532 -6.8109 -0.2806
Cl: -5.2524 -8.4656 0.0929
Cl: -5.0831 -5.6616 0.8811
H: -5.4009 -6.5515 -1.2780
H: -6.8402 -6.7545 -0.2472
C: -1.7009 8.8005 0.6966
Cl: -1.1884 7.1478 1.1024
Cl: -1.0322 9.9944 1.8329
H: -1.3564 9.0428 -0.3101
H: -2.7887 8.8512 0.7349
C: -1.2520 7.8025 -3.3834
Cl: -0.6269 6.5634 -2.2915
Cl: -3.0187 7.8724 -3.3294
H: -0.8511 8.7709 -3.0866
H: -0.9383 7.5693 -4.3999
C: 10.4562 5.3211 -4.5116
Cl: 8.7394 5.6539 -4.2552
Cl: 10.7066 3.6711 -5.0937
H: 10.8453 6.0200 -5.2506
H: 10.9857 5.4482 -3.5686